{"formula": "C36H53InNP2", "method": "the ωB97M-V functional and the def2-TZVPD basis", "species": ["In", "C", "C", "C", "C", "C", "C", "H", "H", "H", "C", "H", "H", "H", "C", "H", "H", "H", "C", "H", "H", "H", "C", "H", "H", "H", "C", "C", "C", "C", "C", "C", "C", "C", "H", "H", "H", "H", "H", "H", "H", "H", "H", "H", "H", "H", "P", "P", "C", "C", "H", "H", "H", "H", "C", "H", "H", "H", "C", "H", "H", "H", "C", "H", "H", "H", "C", "H", "H", "H", "C", "C", "C", "C", "C", "C", "N", "C", "C", "C", "C", "C", "C", "H", "H", "H", "H", "H", "H", "H", "H", "H", "H"], "xyz": [[0.1779, 1.5149, -4.6699], [-0.6190, -1.9198, 0.2942], [0.7675, -2.2216, 0.2511], [0.4812, -0.3768, 1.5984], [-0.7946, -0.7674, 1.1119], [1.4463, -1.2854, 1.0765], [-1.6817, -2.7270, -0.3395], [-1.4756, -2.9018, -1.4041], [-2.6535, -2.2300, -0.2534], [-1.7745, -3.7147, 0.1399], [-2.0777, -0.1225, 1.4570], [-2.9022, -0.5546, 0.8803], [-2.0460, 0.9575, 1.2569], [-2.3128, -0.2437, 2.5252], [0.7440, 0.7372, 2.5304], [0.4226, 0.4863, 3.5548], [0.1986, 1.6474, 2.2455], [1.8128, 0.9819, 2.5692], [2.8864, -1.2933, 1.4054], [3.0601, -1.6745, 2.4241], [3.3144, -0.2835, 1.3583], [3.4418, -1.9382, 0.7162], [1.3782, -3.3593, -0.4655], [1.3385, -4.2850, 0.1302], [2.4319, -3.1586, -0.6920], [0.8529, -3.5522, -1.4099], [-1.7880, 1.2211, -5.3697], [-2.1724, -0.1577, -5.7927], [-1.2086, -1.0234, -6.5843], [0.2865, -1.0818, -6.2340], [1.0558, 0.2299, -6.1094], [0.7442, 1.4881, -6.7258], [-0.5058, 1.8035, -7.5486], [-1.7538, 2.0975, -6.6674], [-1.2990, -0.7643, -7.6549], [0.7722, -1.6988, -7.0105], [-1.5743, -2.0665, -6.5367], [-2.6559, 1.9350, -7.2746], [-2.4856, 1.6436, -4.6305], [-3.0236, -0.0120, -6.5036], [-1.7475, 3.1629, -6.3967], [-0.2909, 2.7189, -8.1238], [1.6016, 2.1240, -6.9756], [-0.7278, 1.0254, -8.2941], [0.4154, -1.6553, -5.3005], [2.1205, 0.0567, -5.9023], [-3.7283, -1.5581, -5.0799], [2.7470, 2.2521, -0.4440], [0.7849, 1.5130, -2.5127], [1.7904, 2.5737, -2.0712], [1.1271, 0.4864, -2.3140], [-0.1838, 1.6527, -2.0045], [2.5731, 2.7396, -2.8328], [1.2583, 3.5234, -1.8970], [3.8005, 3.7514, -0.4881], [4.5594, 3.6458, 0.2964], [3.1880, 4.6342, -0.2647], [4.2860, 3.8680, -1.4650], [3.9089, 1.0101, -1.1514], [4.3686, 1.3844, -2.0759], [3.3667, 0.0779, -1.3600], [4.6910, 0.7977, -0.4110], [-4.6800, -0.3645, -4.0657], [-5.1737, -0.9317, -3.2677], [-5.4457, 0.0803, -4.7116], [-4.0514, 0.4245, -3.6374], [-2.7093, -2.2195, -3.7003], [-3.3495, -2.3986, -2.8256], [-1.8946, -1.5328, -3.4279], [-2.2820, -3.1765, -4.0321], [0.4236, 6.2183, -0.4597], [-0.7402, 5.4654, -0.6504], [-1.1858, 4.5906, 0.3363], [-0.4731, 4.4581, 1.5615], [0.7357, 5.1993, 1.7085], [1.1607, 6.0776, 0.7263], [-0.8240, 3.5943, 2.5580], [-2.0614, 3.3416, 3.0423], [-2.1862, 2.3531, 4.0722], [-3.4298, 1.9234, 4.5049], [-4.5975, 2.5041, 3.9803], [-4.5021, 3.5356, 3.0374], [-3.2599, 3.9746, 2.5929], [0.7580, 6.9155, -1.2301], [-1.3157, 5.5667, -1.5723], [-2.0896, 3.9971, 0.1933], [1.2960, 5.0554, 2.6351], [2.0671, 6.6642, 0.8834], [-1.2614, 1.9393, 4.4811], [-3.4933, 1.1354, 5.2584], [-5.5760, 2.1590, 4.3174], [-5.4038, 4.0091, 2.6440], [-3.1766, 4.7879, 1.8728]], "forces_ev_per_angstrom": [[-1.4902, 0.9880, 6.4695], [-1.6012, 2.3869, 1.5015], [2.4358, 1.3537, 1.5482], [0.1223, -0.4186, -0.1597], [-0.2900, -1.9228, -1.4946], [-0.6400, -1.3817, -1.3984], [-0.3473, -0.2372, -0.1802], [-0.0544, -0.0420, 0.2100], [0.1388, -0.1506, -0.0867], [0.0416, 0.1836, -0.1346], [-0.4168, 0.2974, 0.2197], [0.0668, 0.1584, 0.1526], [-0.1107, -0.1155, 0.0629], [-0.0524, 0.0836, -0.2203], [0.2246, 0.2792, 0.1158], [0.0217, -0.0202, -0.2186], [0.1517, -0.2781, 0.1084], [-0.2551, -0.0480, 0.0191], [0.5381, 0.0252, 0.2464], [0.0623, 0.0912, -0.2200], [0.0152, -0.1835, 0.0245], [0.0182, 0.1446, 0.1446], [0.2053, -0.3282, -0.2856], [-0.0072, 0.1596, -0.1707], [-0.1883, -0.1356, 0.0208], [0.1173, -0.0741, 0.1304], [-0.7410, 1.1274, -0.3415], [-3.5448, -2.3371, -0.8185], [0.0888, -0.6426, -0.8960], [-0.9829, 0.3053, 1.1789], [1.6963, 0.1236, -4.8958], [1.3192, -3.2039, -2.7186], [-0.2501, 0.6354, 0.0789], [-0.2578, 0.1060, 0.4962], [0.1992, -0.1834, 0.3672], [0.3071, 0.5026, 0.2273], [0.3257, 0.3510, -0.0860], [0.1851, 0.0524, 0.1396], [-0.0297, -0.1064, -0.4309], [0.8334, 0.5266, -0.1790], [0.0466, -0.1114, -0.0178], [0.0510, -0.3807, 0.1739], [-0.0663, 0.0161, 0.8692], [0.3158, 0.1059, 0.4969], [0.0826, 0.1598, -0.1460], [-0.3118, 0.4128, 0.3021], [2.5825, 2.0394, 0.6702], [-0.8322, -0.2686, -0.7069], [-0.1859, 0.0151, -0.4829], [0.4689, 0.4621, 0.3925], [-0.0932, 0.1765, -0.0726], [0.3689, -0.1893, -0.1444], [-0.2395, 0.0763, 0.2120], [0.2228, -0.1668, -0.2134], [0.0173, -0.0003, -0.0522], [-0.0765, 0.1169, -0.1891], [0.1857, -0.2266, -0.0629], [0.0142, 0.0758, 0.1809], [0.1266, 0.0232, 0.0957], [0.0138, -0.1001, 0.1510], [0.1513, 0.1652, 0.1135], [-0.1241, -0.0601, -0.2604], [-0.3912, 0.1164, -0.4068], [0.0056, 0.2279, -0.1142], [0.0422, 0.0915, 0.3211], [-0.1503, -0.2297, 0.0305], [0.1393, -0.6578, 0.1253], [0.2836, -0.1009, -0.1839], [-0.3930, -0.2278, 0.0475], [0.0242, 0.1754, 0.3409], [-0.0082, -0.0408, 0.0661], [0.1975, -0.0243, 0.0987], [0.1631, 0.0811, 0.4518], [-0.0809, 0.5633, -1.1267], [-0.4377, -0.5045, 0.2110], [-0.2744, 0.0215, -0.1916], [0.0511, -0.1340, 1.2916], [-0.2490, 0.1197, -0.3636], [0.1184, 0.0142, -0.2192], [0.1259, 0.2244, -0.0592], [0.1444, -0.0830, -0.0195], [0.2610, 0.1815, -0.0512], [-0.1123, -0.2327, -0.0394], [-0.1054, -0.2053, 0.2268], [0.1788, -0.0015, 0.2201], [0.2915, 0.1367, -0.0656], [-0.1479, 0.0946, -0.3069], [-0.2447, -0.1590, -0.0705], [-0.3440, 0.0675, -0.1826], [-0.0276, 0.2908, -0.2185], [0.2860, 0.1159, -0.1025], [0.2421, -0.1487, 0.1927], [-0.1611, -0.1859, 0.2615]], "mulliken_charge": [0.5686, 0.5384, 0.4403, 0.1893, 0.3333, 0.5180, -1.3195, 0.1220, 0.3235, 0.3079, -0.6236, 0.3029, -0.0748, 0.1828, -0.5621, 0.3291, -0.1581, 0.3765, -1.5212, 0.3406, 0.2336, 0.3238, -1.6180, 0.2838, 0.4262, 0.3302, 0.1990, -0.7124, -0.9981, -0.7645, -0.3966, -0.4507, -0.6623, -1.2358, 0.3237, 0.4628, 0.6051, 0.4248, 0.6656, 0.3808, 0.3845, 0.4130, 0.6319, 0.2790, 0.2796, 0.6121, 0.1584, 0.6752, -0.8167, -1.0257, 0.2765, 0.3105, 0.5524, 0.2314, -1.1395, 0.3962, 0.1639, 0.3689, -1.2825, 0.4587, 0.2042, 0.3946, -0.9922, 0.4238, 0.3263, 0.2251, -0.8836, 0.4125, 0.1397, 0.3854, -0.3445, -1.1319, -0.0259, 0.1422, -0.0230, -0.7204, -0.3998, 0.0472, -0.1311, -0.4938, -0.4634, -0.7163, -0.2509, 0.3982, 0.4036, 0.5743, 0.4216, 0.4676, 0.3893, 0.4112, 0.4008, 0.3760, 0.6707], "energy_ha": -2330.62978, "total_charge": 1, "e_above_lowest_kcal_mol": 0.0, "homo_energy_ha": [-0.32240, -0.31845], "fmax_ev_per_a": 6.71, "multiplicity": 1}